Record 1
Molecular formula: C32H38NO4
Method: DFT, ωB97M-V/def2-TZVPD

Atoms and positions in Å:
1 C -4.0481 5.4579 1.3973
2 O -4.1391 4.4511 2.4287
3 C -3.3140 3.3754 2.4101
4 C -3.5196 2.4033 3.4296
5 C -2.7344 1.2730 3.4862
6 C -1.5890 1.1313 2.6360
7 C -0.5973 0.1122 2.7864
8 C 0.7984 0.3613 2.7825
9 C 1.7165 -0.7371 2.8635
10 C 3.0704 -0.5622 2.8906
11 C 4.0648 -1.7472 3.0208
12 C 4.9750 -1.8377 1.7933
13 C 3.3424 -3.0834 3.1590
14 C 4.9737 -1.5919 4.2444
15 C 3.6214 0.8061 2.7803
16 O 4.8585 0.9899 2.7805
17 C 2.6908 1.9473 2.6811
18 C 3.2930 3.3788 2.5432
19 C 4.1799 3.7315 3.7438
20 C 2.2276 4.4675 2.4552
21 C 4.1688 3.5166 1.2904
22 C 1.3476 1.6914 2.7450
23 C -1.4337 2.1056 1.6091
24 C -2.2871 3.1749 1.4569
25 H -4.8588 6.1342 1.6590
26 H -3.0848 5.9884 1.4294
27 H -4.2114 5.0384 0.3932
28 H -4.3085 2.6016 4.1522
29 H -2.9273 0.4991 4.2324
30 H -0.9368 -0.9117 2.9049
31 H 1.2744 -1.7376 2.8961
32 H 5.5779 -0.9306 1.7132
33 H 5.6434 -2.7028 1.8921
34 H 4.3767 -1.9626 0.8856
35 H 2.7175 -3.0989 4.0585
36 H 2.7243 -3.2896 2.2784
37 H 4.0849 -3.8885 3.2481
38 H 4.3767 -1.5348 5.1598
39 H 5.6414 -2.4602 4.3193
40 H 5.5798 -0.6889 4.1463
41 H 5.0228 3.0388 3.8010
42 H 4.5641 4.7537 3.6213
43 H 3.5995 3.6858 4.6712
44 H 1.5740 4.3303 1.5861
45 H 1.6286 4.5177 3.3711
46 H 2.7345 5.4362 2.3374
47 H 3.5898 3.2929 0.3882
48 H 4.5323 4.5516 1.2200
49 H 5.0275 2.8448 1.3565
50 H 0.6474 2.5292 2.7810
51 H -0.6037 1.9919 0.9090
52 H -2.1361 3.8930 0.6419
53 C -7.0194 -2.6323 5.9854
54 C -5.6516 -2.3543 5.8392
55 C -4.8518 -3.1834 5.0439
56 C -5.3986 -4.3178 4.4406
57 C -4.5109 -5.1777 3.5698
58 C -4.1729 -4.4558 2.2563
59 C -3.3547 -5.2464 1.2480
60 O -2.3662 -4.3463 0.7587
61 C -2.4135 -3.1735 1.5063
62 O -1.6309 -2.2729 1.2187
63 N -3.3749 -3.2702 2.4683
64 C -6.7652 -4.5962 4.5772
65 C -7.5729 -3.7429 5.3350
66 H -7.6476 -1.9892 6.6072
67 H -5.1925 -1.4991 6.3302
68 H -3.8077 -2.9458 4.8261
69 H -3.5560 -5.3638 4.0841
70 H -4.9772 -6.1468 3.3568
71 H -5.1449 -4.2334 1.7626
72 H -2.8634 -6.1174 1.6952
73 H -3.9755 -5.5855 0.4122
74 H -7.1631 -5.4747 4.0587
75 H -8.6393 -3.9547 5.4138

Summary:
Total charge: -1
Energy (eV): -43481.723

Record 2
Molecular formula: C32H39CoN4O5P2
Method: DFT, ωB97M-V/def2-TZVPD

Atoms and positions in Å:
1 Co 0.9951 0.3492 0.0963
2 C 2.0632 3.6698 -2.8126
3 C 0.9455 4.4887 -2.7961
4 C -0.0979 4.1791 -1.9429
5 C 0.0116 3.0613 -1.1240
6 N 1.0904 2.2765 -1.1379
7 C 2.0831 2.5714 -1.9730
8 C -1.0412 2.6633 -0.1596
9 C -2.3083 3.2316 -0.1378
10 C -3.2162 2.7756 0.7966
11 C -2.8327 1.7930 1.6928
12 C -1.5465 1.2799 1.6108
13 N -0.6843 1.7045 0.6870
14 C -1.0337 0.2367 2.5338
15 C -1.8318 -0.3223 3.5259
16 C -1.2931 -1.2668 4.3794
17 C 0.0362 -1.6193 4.2239
18 C 0.7507 -1.0214 3.2011
19 N 0.2433 -0.1237 2.3632
20 H 2.9015 3.8695 -3.4651
21 H 0.8875 5.3580 -3.4372
22 H -0.9754 4.8068 -1.9089
23 H 2.9129 1.8788 -1.9808
24 H -2.5908 3.9916 -0.8498
25 H -4.2192 3.1789 0.8280
26 H -3.5360 1.4330 2.4272
27 H -2.8675 -0.0375 3.6276
28 H -1.9023 -1.7175 5.1510
29 H 0.5126 -2.3432 4.8697
30 H 1.7875 -1.2864 3.0448
31 C 4.2201 2.5770 0.5096
32 P 3.2569 1.1379 1.0932
33 C 3.2485 1.4658 2.8894
34 C 4.4990 -0.2105 0.9207
35 C 3.9286 -1.5872 1.2785
36 P 2.4086 -1.9088 0.2827
37 C 1.7323 -3.4616 0.9631
38 C 3.1523 -2.5163 -1.2704
39 H 5.0950 2.7365 1.1418
40 H 3.6000 3.4733 0.5315
41 H 4.5573 2.4210 -0.5142
42 H 4.2578 1.6563 3.2581
43 H 2.8139 0.6392 3.4459
44 H 2.6325 2.3463 3.0779
45 H 5.3823 0.0202 1.5222
46 H 4.8188 -0.2019 -0.1260
47 H 3.6747 -1.6247 2.3410
48 H 4.6747 -2.3683 1.1137
49 H 2.4685 -4.2669 0.9560
50 H 0.8816 -3.7499 0.3440
51 H 1.3656 -3.3225 1.9783
52 H 3.8599 -3.3240 -1.0745
53 H 3.6507 -1.7031 -1.7946
54 H 2.3650 -2.8910 -1.9238
55 O -1.6419 0.2605 -1.8291
56 C -1.6509 -0.5308 -0.8807
57 O -0.6049 -0.9079 -0.2352
58 C -2.9528 -1.0967 -0.3822
59 C -4.1429 -0.6969 -0.9726
60 C -5.3807 -1.1271 -0.4884
61 C -5.3590 -1.9630 0.6013
62 O -6.4163 -2.5063 1.2699
63 C -5.8603 -3.3632 2.2674
64 O -4.4443 -3.1765 2.2655
65 C -4.1725 -2.3680 1.1921
66 C -2.9529 -1.9593 0.7254
67 H -4.0876 -0.0279 -1.8207
68 H -6.3124 -0.8209 -0.9426
69 H -6.0925 -4.4023 2.0231
70 H -6.2613 -3.0868 3.2427
71 H -2.0230 -2.2706 1.1797
72 C 0.8571 0.7067 -4.6749
73 N 0.3669 -0.5004 -4.0390
74 C -0.7900 -1.1407 -4.6364
75 C 0.7101 -0.7706 -2.7852
76 O 1.5611 -0.1417 -2.1449
77 H 0.8262 0.5790 -5.7556
78 H 1.8810 0.8940 -4.3626
79 H 0.2365 1.5639 -4.3972
80 H -1.6071 -0.4230 -4.7287
81 H -1.1286 -1.9523 -3.9962
82 H -0.5402 -1.5360 -5.6212
83 H 0.1945 -1.6317 -2.3512

Summary:
2S+1: 4
Total charge: +1
Expectation value of S²: 3.76
Energy above the lowest of the compared OMol25 structures with the same formula, charge and spin (eV): 0.0000